The following is a quantum chemistry calculation of C51H41F3N5O4P2RbS as an isolated structure in a non-equilibrium geometry, from OMol25.

Cartesian coordinates (Å):
C 1.7363 -2.7249 -3.1499
H 5.0519 -2.9998 1.7937
N -0.8616 0.9321 -3.6540
H -0.5519 -5.8085 -2.9611
H -2.4546 -0.5783 4.4899
H -0.5232 -4.0443 -1.1957
C 0.2744 2.7725 -4.6475
H -3.7377 3.5758 2.0069
H -2.6846 -3.8254 1.6997
C 2.4925 -1.1144 0.6111
H -0.0530 -1.8546 5.0975
C 3.6891 -1.4013 -3.9872
H 2.5643 -0.2235 3.8941
C 2.5358 -1.4585 -3.1901
C -2.2594 4.7050 -4.4834
C -4.8047 -2.9913 4.2008
C 0.7087 0.5526 -5.4207
H 1.2322 -0.1559 -6.0485
C -0.6334 2.2464 -3.7273
C -4.1432 -1.8732 4.6939
C 0.4903 -2.6195 4.5521
H -1.5627 5.3688 -1.2443
H 1.6731 2.3038 -6.2058
N -2.4017 3.1731 -0.7478
C 2.1371 -0.4733 1.7936
O -3.2994 -1.7068 -1.4969
C 2.8336 -0.7361 2.9757
C 1.0102 2.5035 3.9122
H -4.8104 -4.5417 2.7153
H -2.2494 3.8882 -5.1959
F -5.4758 -1.1850 1.1919
C 0.3416 -2.7325 3.1742
H 2.4307 -3.5197 -5.0284
H 3.8195 -2.5134 -0.3106
H -5.7498 -3.2934 4.6363
N 0.9183 -2.9064 -2.1004
H -1.5037 0.5732 2.4119
H 2.6403 -5.1769 5.0811
C -3.0763 -3.3017 2.5618
H 4.4909 1.8426 -3.4669
N -3.6026 3.0549 1.1568
C 2.8357 0.7966 -2.5521
C 0.1354 -3.9789 -2.0581
H -0.4115 -0.9421 -4.3527
C 0.9720 -4.7980 -4.1177
C -2.3689 3.2202 0.5459
H -4.5700 -1.3028 5.5097
C 3.9492 0.9025 -3.3787
H 4.4074 -1.8625 3.8959
C -0.1948 0.1156 -4.4659
H 1.2631 3.8540 5.5582
P 0.8009 0.7463 1.6709
C 1.8470 -4.6069 3.1733
H 0.8911 -3.7973 1.4085
H 4.0999 4.2277 2.3713
H 4.0657 -2.2802 -4.5073
C 1.4784 2.0976 2.6717
H -3.0836 7.9874 -4.2787
Rb -1.1453 -0.4079 -1.0047
O -4.4496 -3.1571 -0.1815
H 5.2813 -0.1537 -4.7165
C 1.9970 -4.4892 4.5451
P -0.8565 -1.7450 2.2393
O 0.4950 1.0336 0.2536
H 1.4446 -3.3912 6.3092
H -2.3500 7.5896 -1.9413
H 0.9940 -5.5298 -4.9184
C 0.1175 -4.9618 -3.0383
C 2.6009 2.7197 2.1250
O -0.8418 -2.0820 0.7892
C -4.2768 -3.6986 3.1328
C 1.0145 -3.7303 2.4835
C 1.3213 -3.4901 5.2377
C 0.9483 1.9146 -5.5000
C -2.9487 -1.4682 4.1183
C -1.8379 4.4648 -3.1739
C -4.0223 -2.0568 -0.5532
C -1.3714 3.1188 -2.7643
H 0.4607 3.8393 -4.6672
F -4.9946 0.1660 -0.4220
C -2.7418 7.0061 -3.9706
C -0.5908 0.0134 2.6401
H 1.9651 -0.8962 -0.3259
C 1.6490 3.5279 4.6003
C 3.5458 -2.0253 0.6178
C 4.2306 -2.2913 1.7919
H 3.2531 4.9504 4.5854
C -2.3310 6.7810 -2.6626
C -2.4110 -2.1824 3.0503
C 2.7615 4.1463 4.0509
H -4.3871 2.9597 0.5317
N -1.5655 2.5988 -1.5933
C 3.2360 3.7428 2.8084
F -3.5074 -0.2774 1.0780
C 3.8740 -1.6483 2.9772
C 4.3914 -0.2107 -4.0981
H 2.3838 -5.3747 2.6304
H 0.1167 2.0605 4.3317
C -4.5044 -0.8376 0.3290
H -0.3646 0.0869 3.7063
C -2.7064 5.9577 -4.8803
C 2.0476 -0.3711 -2.4366
H 2.9594 2.4059 1.1508
C 1.7814 -3.6778 -4.1775
H -3.0329 6.1124 -5.9024
C -1.8874 5.5275 -2.2637
H 2.5456 1.6765 -1.9742
S -1.0392 3.6428 1.5697

Forces on atoms 1 to 6 (eV/Å):
C 0.02 0.11 0.03
H 0.00 -0.01 0.00
N -0.09 -0.01 -0.21
H -0.01 0.01 0.01
H -0.02 0.01 -0.02
H -0.01 0.02 0.00

**Total charge**: -2
**Strongest force on any atom**: 2.07 eV/Å
**Kohn-Sham gap**: 4.84 eV
**E**: -107417.4607 eV
**Relative energy (zero: lowest compared OMol25 entry of this formula, charge and spin)**: 34.1 kcal per mole
**HOMO**: -0.042 Eh

Results of the Mulliken charge analysis, in e, for atoms 1 through 6: -0.517, 0.374, -0.249, 0.432, 0.345, 0.337